No. 1
{"formula": "C52H51N3PPdS", "method": "ωB97M-V/def2-TZVPD", "elements": ["Pd", "C", "C", "C", "C", "C", "C", "P", "C", "C", "C", "C", "C", "C", "C", "C", "C", "C", "C", "C", "C", "C", "C", "C", "H", "H", "H", "H", "H", "H", "H", "H", "H", "H", "H", "H", "H", "H", "H", "H", "C", "C", "C", "C", "C", "C", "C", "N", "C", "C", "C", "C", "C", "C", "C", "N", "C", "C", "C", "C", "H", "H", "H", "H", "H", "H", "H", "H", "H", "H", "H", "H", "H", "H", "H", "H", "H", "H", "H", "H", "H", "H", "H", "H", "N", "S", "C", "C", "C", "C", "C", "C", "C", "C", "C", "C", "C", "C", "H", "H", "H", "H", "H", "H", "H", "H", "H", "H", "H"], "xyz": [[-1.3081, 0.9612, 0.2216], [-5.6931, -3.4892, 1.7445], [-5.4011, -2.7912, 0.5827], [-4.3896, -1.8468, 0.5766], [-3.6517, -1.6268, 1.7365], [-3.9215, -2.3545, 2.8976], [-4.9466, -3.2815, 2.8967], [-2.5187, -0.2167, 1.8704], [-1.2682, -0.6768, 3.0525], [-0.7276, 0.2816, 3.9510], [0.5173, 0.1270, 4.4574], [1.4131, -0.9620, 3.9601], [0.6384, -2.1068, 3.4060], [-0.6030, -1.9277, 2.9085], [-3.5491, 1.0861, 2.6139], [-4.4851, 0.8968, 3.6090], [-5.2586, 1.9814, 4.0366], [-5.0969, 3.2216, 3.4669], [-4.1499, 3.4443, 2.4447], [-3.9554, 4.6951, 1.8283], [-3.0468, 4.8434, 0.8115], [-2.2891, 3.7513, 0.3604], [-2.4249, 2.5152, 0.9535], [-3.3603, 2.3414, 2.0015], [-6.5111, -4.1919, 1.7613], [-5.9778, -2.9725, -0.3124], [-4.1705, -1.2731, -0.3157], [-3.3343, -2.1984, 3.7929], [-5.1735, -3.8282, 3.7996], [-1.3479, 1.1203, 4.2402], [0.9259, 0.8387, 5.1596], [2.1037, -1.2960, 4.7379], [1.1161, -3.0715, 3.3521], [-1.1261, -2.7450, 2.4243], [-4.6340, -0.0783, 4.0494], [-5.9954, 1.8319, 4.8111], [-5.7065, 4.0528, 3.7937], [-4.5365, 5.5404, 2.1631], [-2.8994, 5.8027, 0.3409], [-1.6021, 3.9298, -0.4557], [3.9670, -3.5855, 2.5236], [4.2228, -2.0900, 2.2522], [5.1676, -1.9924, 1.0361], [4.9351, -1.4859, 3.4607], [2.9247, -1.4007, 1.9160], [2.3298, -0.3330, 2.7851], [1.4169, 0.5412, 1.9845], [0.7753, 0.1374, 0.9448], [1.0870, -1.0538, 0.3474], [2.2366, -1.7485, 0.7855], [0.2864, -1.4292, -0.7930], [0.6727, -2.4143, -1.7140], [-0.0956, -2.7141, -2.8272], [-1.2767, -1.9769, -2.9931], [-1.6195, -1.0265, -2.0537], [-0.8725, -0.7649, -0.9855], [0.2971, -3.7722, -3.8350], [0.6001, -3.0695, -5.1689], [1.5338, -4.5515, -3.3862], [-0.8747, -4.7508, -4.0061], [4.9254, -4.0898, 2.6138], [3.4105, -4.0563, 1.7179], [3.4248, -3.7258, 3.4548], [6.1417, -2.3760, 1.3272], [5.2929, -0.9640, 0.7074], [4.8182, -2.5827, 0.1944], [5.8464, -2.0445, 3.6511], [4.3330, -1.5376, 4.3641], [5.2219, -0.4525, 3.2793], [3.0874, 0.2732, 3.2861], [1.2413, 1.5539, 2.3282], [2.5923, -2.5658, 0.1832], [1.5997, -2.9287, -1.5457], [-1.9295, -2.1509, -3.8316], [-2.5402, -0.4555, -2.1562], [1.4631, -2.4121, -5.0731], [-0.2463, -2.4836, -5.5179], [0.8241, -3.8217, -5.9204], [2.4062, -3.9054, -3.3171], [1.7584, -5.3253, -4.1137], [1.3612, -5.0386, -2.4287], [-1.7354, -4.2788, -4.4709], [-1.1791, -5.1625, -3.0457], [-0.5611, -5.5729, -4.6442], [-0.0178, 2.0228, -1.1746], [-0.2101, 3.1779, -2.3048], [0.8009, 4.5706, -1.6620], [1.3000, 4.5227, -0.3745], [2.1018, 5.5653, 0.0649], [2.3689, 6.6363, -0.7726], [1.8279, 6.6818, -2.0476], [1.0271, 5.6445, -2.5033], [0.8787, 2.6819, -3.6539], [0.2828, 2.3874, -4.8706], [1.0873, 2.0273, -5.9378], [2.4642, 1.9712, -5.7826], [3.0442, 2.2603, -4.5550], [2.2530, 2.6195, -3.4791], [0.8932, 1.5700, -1.2490], [1.0723, 3.6829, 0.2700], [2.5151, 5.5363, 1.0615], [2.9978, 7.4436, -0.4282], [2.0243, 7.5225, -2.6952], [0.6069, 5.6780, -3.4968], [-0.7894, 2.4540, -4.9795], [0.6377, 1.8017, -6.8918], [3.0898, 1.7075, -6.6193], [4.1156, 2.2198, -4.4365], [2.7028, 2.8710, -2.5280]], "atomic_forces_ev_per_a": [[-1.5, 0.4, 0.6], [0.0, 0.0, 0.1], [-0.1, 0.0, 0.0], [0.3, 0.1, 0.0], [0.6, 0.0, 0.0], [0.1, -0.1, -0.2], [0.0, 0.0, 0.1], [-1.8, 1.1, -0.3], [1.0, 0.0, -0.2], [-0.3, 0.1, 0.6], [0.1, -0.2, -0.2], [-0.7, -0.5, 0.6], [0.1, 0.5, 0.1], [-0.2, -0.4, 0.1], [0.3, -0.2, 0.0], [0.3, -0.1, -0.3], [-0.1, 0.2, 0.0], [0.0, -0.1, 0.1], [0.3, -0.5, -0.1], [0.1, 0.3, -0.2], [-0.2, 0.0, 0.2], [-0.1, -0.2, 0.2], [1.2, -0.2, -0.8], [-0.2, 0.2, 0.2], [0.0, -0.1, 0.0], [0.0, 0.0, 0.0], [-0.1, 0.0, 0.0], [0.0, 0.0, 0.1], [0.0, -0.1, 0.0], [0.0, 0.1, 0.0], [0.1, 0.2, 0.0], [0.0, 0.0, 0.0], [0.2, -0.1, -0.2], [0.0, 0.0, 0.0], [-0.1, -0.1, 0.0], [0.0, 0.0, 0.1], [-0.1, 0.0, 0.0], [-0.1, 0.1, 0.0], [-0.1, 0.1, 0.0], [0.0, -0.1, 0.2], [-0.1, 0.1, 0.0], [0.2, -0.3, 0.2], [-0.1, 0.1, 0.0], [-0.2, 0.1, -0.1], [0.0, -0.2, -0.4], [-0.2, 0.3, -0.7], [0.1, -0.4, 0.0], [0.6, 0.2, -0.1], [0.7, 0.2, 0.6], [0.2, 0.0, -0.3], [-0.8, -0.7, -1.1], [0.3, 0.3, 0.7], [-0.4, 0.1, -0.3], [0.6, -0.5, 0.2], [-0.2, 0.2, 0.5], [0.6, 0.1, 0.0], [0.1, -0.1, -0.1], [0.0, -0.1, 0.1], [-0.2, 0.1, -0.1], [0.1, 0.1, 0.0], [0.0, -0.1, 0.0], [0.0, -0.1, -0.1], [-0.1, -0.1, 0.2], [0.1, 0.0, 0.0], [0.1, 0.1, 0.0], [-0.1, -0.1, -0.1], [0.1, 0.0, 0.0], [-0.1, 0.0, 0.2], [0.1, 0.1, 0.0], [0.0, -0.1, 0.0], [0.0, 0.2, -0.1], [0.2, -0.1, 0.0], [0.1, -0.2, -0.1], [-0.1, 0.0, -0.1], [0.2, 0.0, 0.0], [0.1, 0.1, 0.0], [-0.1, 0.1, -0.1], [0.0, 0.0, -0.1], [0.2, 0.0, 0.0], [0.0, -0.1, -0.1], [0.0, -0.1, 0.1], [-0.1, 0.0, -0.1], [0.0, -0.1, 0.1], [0.0, -0.1, -0.1], [-0.8, -0.2, 0.0], [1.5, -0.2, 0.7], [-0.6, -0.4, -0.4], [0.0, -0.2, 0.0], [0.0, 0.0, 0.0], [0.1, 0.0, 0.1], [-0.1, 0.0, -0.2], [0.2, 0.2, 0.1], [-0.6, 0.2, 0.1], [0.0, 0.0, 0.2], [0.1, -0.1, -0.1], [-0.1, 0.0, 0.0], [0.0, 0.0, 0.1], [0.0, 0.0, 0.1], [-0.2, 0.3, 0.0], [0.0, 0.0, -0.1], [0.0, 0.0, 0.1], [0.0, 0.1, 0.0], [0.0, 0.1, 0.0], [0.0, 0.0, -0.2], [-0.1, 0.0, -0.1], [0.0, 0.0, -0.1], [0.1, 0.0, -0.1], [0.1, 0.0, 0.0], [0.0, 0.1, 0.0]], "mulliken_charge": [-0.874, -0.578, -0.772, -0.549, 0.974, -0.638, -0.872, 2.528, 1.352, -0.803, -1.337, 0.260, -1.035, -1.266, 0.707, -0.416, -1.075, -0.663, 0.423, -0.988, -1.164, -0.099, -0.133, 0.130, 0.442, 0.475, 0.324, 0.428, 0.458, 0.579, 0.493, 0.985, 0.401, 0.546, 0.549, 0.455, 0.457, 0.453, 0.534, 0.215, -1.654, 1.553, -1.601, -1.984, -0.501, 0.724, -2.328, 1.243, -0.380, -0.760, 0.232, -0.239, 0.043, -0.922, -1.418, 0.782, 1.909, -1.605, -2.046, -1.618, 0.524, 0.303, 0.368, 0.495, 0.405, 0.336, 0.500, 0.296, 0.419, 1.042, 0.708, 0.723, 0.607, 0.604, 0.824, 0.394, 0.384, 0.457, 0.431, 0.435, 0.457, 0.367, 0.371, 0.479, 0.451, 0.000, 0.512, -0.232, -0.489, -0.606, -0.631, -0.656, 0.751, -0.535, -0.730, -0.500, -0.877, -0.217, -0.082, 0.390, 0.433, 0.419, 0.446, 0.480, 0.526, 0.471, 0.466, 0.466, 0.478], "orbital_gap_ev": [3.9, 3.2], "e_lumo_ha": [-0.397, -0.411], "total_charge": 3}

No. 2
{"formula": "C5H14NO2", "method": "ωB97M-V/def2-TZVPD", "elements": ["C", "N", "C", "O", "C", "C", "C", "H", "H", "H", "H", "H", "H", "H", "H", "H", "H", "H", "H", "H", "H", "O"], "xyz": [[0.4963, -0.2976, 0.3343], [-0.7526, -0.1481, -0.3894], [-0.9582, -1.1291, -1.4630], [-0.5348, -2.3729, -1.1729], [0.4825, 0.4411, 1.6826], [0.8676, 1.9056, 1.6459], [-0.1388, 2.7739, 0.8855], [0.6933, -1.3581, 0.5056], [1.2774, 0.2078, -0.2496], [-1.5241, -0.0524, 0.2549], [-2.0548, -1.1159, -1.6655], [-0.4855, -0.6822, -2.3708], [1.1946, -0.0926, 2.3097], [-0.4601, 0.2946, 2.2298], [0.9146, 2.3176, 2.6561], [1.8272, 1.9474, 1.1254], [-0.6063, 2.2472, 0.0610], [0.2967, 3.7132, 0.5472], [-1.0274, 2.9601, 1.5081], [0.5786, -3.5814, -3.4106], [-0.2765, -3.7112, -2.1641], [0.1902, -4.2671, -2.8601]], "atomic_forces_ev_per_a": [[-0.7, 0.7, 0.4], [0.1, 1.1, 0.2], [-0.4, -1.0, 0.0], [0.0, 0.0, 0.0], [-0.1, -0.7, 0.4], [-0.6, 0.2, -0.6], [-0.8, -0.2, 0.2], [0.3, 0.0, -0.3], [0.3, -0.5, -0.1], [-0.1, -0.5, 0.0], [-0.1, 0.4, 0.0], [0.2, -0.1, 0.0], [0.3, 0.1, 0.2], [-0.2, 0.1, -0.3], [0.6, -0.1, 0.1], [0.2, 0.3, 0.3], [0.5, -0.2, -0.5], [-0.1, 0.1, 0.0], [0.4, 0.4, 0.2], [0.0, 0.0, 0.1], [0.4, 0.4, -0.1], [-0.3, -0.2, -0.1]], "mulliken_charge": [-0.481, -0.160, -0.570, -0.920, -0.771, -0.364, -1.120, 0.356, 0.153, 0.225, 0.263, 0.211, 0.274, 0.354, 0.304, 0.307, 0.363, 0.298, 0.267, 0.264, 0.466, -0.717], "orbital_gap_ev": 6.7, "e_lumo_ha": 0.135, "total_charge": -1}

No. 3
{"formula": "C4H12NO2", "method": "ωB97M-V/def2-TZVPD", "elements": ["C", "O", "C", "C", "C", "N", "H", "H", "H", "H", "H", "H", "H", "H", "H", "H", "H", "H", "O"], "xyz": [[0.1683, 1.9893, 1.1423], [0.1550, 0.9419, 1.9790], [0.8415, 1.6679, -0.2670], [0.3524, 0.2687, -0.6333], [-1.2511, 0.4409, -0.9066], [-1.8768, -0.2204, 0.3012], [-0.9793, 2.2913, 0.9545], [0.6474, 2.8489, 1.4358], [0.5418, 2.3177, -1.0773], [1.9528, 1.7245, 0.0188], [0.6293, -0.2143, -1.5863], [0.4910, -0.2562, 0.2795], [-1.8585, 0.0504, -1.7568], [-1.5428, 1.4944, -0.7684], [-1.6574, 0.3732, 1.1716], [-1.5258, -1.1228, 0.5950], [1.4829, -4.9372, 0.4770], [2.1041, -4.6519, -0.8274], [1.3251, -5.0063, -0.5318]], "atomic_forces_ev_per_a": [[-3.3, -2.2, -1.6], [0.8, 0.1, 0.5], [1.0, -0.8, 1.0], [-2.2, 1.3, -2.8], [0.1, -1.3, 3.4], [-1.5, 1.8, 1.5], [1.6, 0.3, -0.1], [1.3, 2.6, 1.3], [0.3, 0.8, -0.1], [-1.2, -0.2, -1.0], [1.2, 0.2, 0.6], [-0.1, -1.2, 0.4], [1.4, 0.0, -0.1], [0.2, -0.3, -0.4], [0.0, -1.1, -1.7], [0.5, 0.0, -0.7], [-0.8, -0.2, -2.4], [3.0, 1.5, -1.6], [-2.3, -1.3, 4.0]], "mulliken_charge": [-0.609, -0.856, -0.727, -0.655, -0.482, -0.852, 0.102, 0.470, 0.347, 0.338, 0.301, 0.382, 0.355, 0.267, 0.370, 0.250, 0.332, 0.297, -0.631], "orbital_gap_ev": 5.7, "e_lumo_ha": 0.115, "total_charge": -1}

No. 4
{"formula": "C4H12", "method": "ωB97M-V/def2-TZVPD", "elements": ["C", "C", "H", "H", "H", "H", "H", "H", "C", "C", "H", "H", "H", "H", "H", "H"], "xyz": [[-2.1862, -0.2937, 0.4092], [-1.2031, -1.5089, 0.5169], [-2.9888, -0.5723, -0.2157], [-2.6290, 0.0979, 1.3355], [-1.6976, 0.7660, 0.2054], [-1.1412, -1.9815, -0.4458], [-1.4431, -2.3247, 1.1818], [-0.2393, -1.2249, 0.8281], [1.0465, 0.7195, -0.1568], [2.3483, 1.0638, -0.8103], [0.5298, -0.0827, -0.7296], [1.3054, 0.2087, 0.8387], [0.2981, 1.5594, -0.0381], [2.9401, 1.6497, -0.0183], [2.1500, 1.8427, -1.6040], [2.8825, 0.1776, -1.0922]], "atomic_forces_ev_per_a": [[1.8, 1.9, 1.6], [-1.2, 0.7, -0.1], [-0.8, 0.3, -1.0], [-0.1, -1.1, 0.4], [-0.6, -2.5, -0.8], [0.3, -0.1, -0.6], [-0.9, 0.0, 0.5], [1.1, 0.5, 0.2], [-1.0, -1.5, 1.1], [0.2, 3.3, 1.0], [0.2, 0.7, 0.2], [-0.8, 1.0, -1.1], [1.2, -0.8, 0.1], [-0.4, -0.9, -1.2], [0.6, -1.3, 0.3], [0.4, -0.1, -0.5]], "mulliken_charge": [-0.626, -0.860, 0.285, 0.287, 0.099, 0.299, 0.350, 0.217, -0.536, -1.013, 0.232, 0.232, 0.186, 0.246, 0.283, 0.319], "orbital_gap_ev": 12.3, "smiles": "CC.CC", "e_lumo_ha": 0.042}

No. 5
{"formula": "C5H27N2O7", "method": "ωB97M-V/def2-TZVPD", "elements": ["N", "C", "C", "C", "O", "C", "N", "C", "H", "H", "H", "H", "H", "H", "H", "H", "H", "H", "H", "H", "H", "H", "H", "H", "H", "O", "H", "H", "O", "H", "H", "O", "H", "H", "O", "H", "H", "O", "H", "H", "O"], "xyz": [[-1.5306, -0.5574, -0.8984], [-0.9027, 0.4468, 0.0522], [-1.1045, 0.1359, 1.4847], [-0.9264, 1.4154, 2.3037], [-0.2194, 1.1478, 3.5296], [0.5746, 0.4280, -0.2554], [0.9808, 1.5088, -1.2975], [2.3529, 2.1580, -1.3584], [-0.8314, -1.0926, -1.3558], [-1.9527, -0.0309, -1.6620], [-2.1685, -1.1500, -0.4268], [-1.1759, 1.5196, -0.3848], [-2.1567, -0.3659, 1.6103], [-0.4509, -0.6978, 1.7711], [-1.8417, 1.7233, 2.8690], [-0.4495, 2.2406, 1.7738], [0.4160, 0.3498, 3.5673], [1.0639, 0.7139, 0.7795], [0.9606, -0.4945, -0.7381], [0.7946, 1.0387, -2.1983], [2.0438, 3.2036, -1.7044], [3.0331, 2.3108, -0.4766], [2.9695, 1.6798, -2.1310], [-1.4873, -3.1434, 1.4795], [-0.3796, -3.1916, 0.1448], [-1.3961, -2.9700, 0.5774], [2.0385, -2.3850, -0.7940], [1.8662, -3.8258, -1.1906], [1.3377, -3.0460, -0.8838], [-2.4776, 3.8543, -1.9045], [-3.2434, 2.8027, -1.0350], [-2.9566, 2.8956, -1.9213], [2.5992, 0.2994, 3.0965], [2.0691, -1.0418, 3.2060], [1.9025, -0.2948, 2.6342], [-2.1485, -0.2784, -4.0711], [-1.9949, -1.7058, -3.7422], [-1.9408, -0.8680, -3.3805], [2.9098, -0.3978, -0.2084], [3.4834, -1.3769, 0.9115], [3.3222, -1.2048, 0.0474]], "atomic_forces_ev_per_a": [[-0.1, 2.7, 0.3], [0.8, 1.6, -2.9], [-2.9, -1.0, 0.4], [-0.1, -1.3, 3.2], [1.3, -1.1, 0.7], [3.1, 2.5, 0.3], [-0.5, -1.2, 1.1], [-1.0, 1.2, -0.8], [0.8, -1.1, -0.2], [-0.5, -0.4, 0.1], [-0.9, -1.1, 0.5], [-0.2, -2.1, 1.5], [1.5, 1.2, 0.1], [0.2, 0.6, 0.1], [0.0, 0.2, -1.8], [-0.1, -0.1, -0.3], [-1.2, 1.9, -1.1], [-0.3, -0.9, -2.3], [-0.5, -0.1, 1.3], [0.5, 0.7, 0.5], [1.1, -1.2, 0.3], [-1.4, -0.7, -0.2], [-0.1, 0.2, 0.1], [0.6, -0.7, 2.3], [-3.6, 0.7, 2.3], [3.3, 0.1, -4.8], [0.3, 0.4, 0.6], [-0.9, 0.7, 0.4], [0.3, -1.2, -0.7], [-1.7, -3.5, -0.1], [-0.6, -0.1, 1.5], [2.3, 3.6, -1.3], [-1.2, -0.5, -1.2], [-0.1, -1.6, 0.3], [1.6, 1.6, 0.9], [-0.4, 1.2, -1.4], [-0.2, -2.8, -1.1], [0.5, 1.6, 1.8], [-0.2, 1.0, 0.9], [0.2, 0.1, 4.5], [0.1, -1.1, -5.6]], "lowdin_spin": [0.014, 0.009, 0.030, 0.020, 0.044, 0.037, 0.006, 0.022, 0.012, 0.004, 0.011, 0.001, 0.007, 0.021, 0.001, 0.004, 0.018, 0.015, 0.012, 0.009, 0.001, 0.011, 0.005, 0.016, 0.015, 0.046, 0.010, 0.012, 0.052, 0.001, 0.001, 0.005, 0.073, 0.089, 0.217, 0.006, 0.008, 0.029, 0.009, 0.036, 0.060], "orbital_gap_ev": [2.1, 9.1], "e_lumo_ha": [-0.008, -0.010], "multiplicity": 2, "s2": 0.751}

No. 6
{"formula": "C5H13NO", "method": "ωB97M-V/def2-TZVPD", "elements": ["C", "C", "C", "C", "C", "N", "H", "H", "H", "H", "H", "H", "H", "H", "H", "H", "H", "O", "H", "H"], "xyz": [[2.1763, -1.4271, 1.5064], [1.9210, -0.3889, 0.3467], [0.9268, -0.5581, -0.5181], [0.3461, 0.4849, -1.3786], [-0.4564, 1.5403, -0.6274], [-1.7889, 1.6175, -1.2074], [2.0469, -2.3678, 1.0780], [1.3428, -1.2806, 2.2270], [3.1444, -1.3268, 1.8541], [2.7186, 0.3049, 0.3409], [0.4643, -1.5560, -0.4598], [0.9063, 0.9820, -2.0660], [-0.3663, -0.1363, -2.0395], [-0.0248, 2.5815, -0.5484], [-0.5060, 1.1142, 0.3787], [-1.6158, 1.9789, -2.1391], [-2.7176, 1.3531, -0.8236], [-2.1364, -1.1226, 1.3870], [-2.1202, -0.6218, 2.1800], [-3.1420, -1.2743, 1.3991]], "atomic_forces_ev_per_a": [[-2.9, 2.1, -1.8], [0.4, -2.4, 1.4], [1.4, -0.3, 1.1], [-2.7, -2.3, -0.8], [-1.5, -0.5, 1.5], [0.0, 0.8, -0.2], [-0.2, -1.9, -0.5], [1.0, -0.1, 0.0], [1.7, 0.2, 1.2], [0.0, 1.6, -0.3], [-0.4, 0.7, 0.0], [2.6, 1.0, -1.8], [0.6, 1.4, 0.9], [0.1, -1.2, -0.3], [-0.3, 0.6, 0.2], [-1.6, -0.2, 0.2], [1.8, 0.4, -0.6], [-3.0, -0.9, -0.7], [0.8, 1.0, 1.3], [2.1, -0.1, -0.6]], "mulliken_charge": [-1.116, -0.091, -0.495, -0.738, -0.360, -0.474, 0.362, 0.211, 0.398, 0.428, 0.208, 0.530, 0.254, 0.208, 0.338, 0.175, 0.159, -0.599, 0.308, 0.294], "orbital_gap_ev": 8.8, "smiles": "C/C=C/CCN.O", "e_lumo_ha": 0.023}

Listing relative energy (zero: lowest compared OMol25 entry of this formula, charge and spin) for the structures above in their given order: 36.9; 9.0; 60.4; 23.8; 52.6; 72.1 kcal per mole.